1.
{"formula": "C32H33LuN8O7PS", "method": "ωB97M-V/def2-TZVPD", "energy_ha": -4179.147663, "orbital_gap_ha": 0.2587, "lumo_energy_ev": 1.23, "charge": -1, "species": ["Lu", "N", "C", "C", "O", "N", "C", "C", "O", "O", "H", "H", "H", "H", "H", "H", "C", "C", "C", "C", "C", "C", "P", "C", "C", "C", "C", "C", "C", "C", "C", "C", "C", "C", "C", "H", "H", "H", "H", "H", "H", "H", "H", "H", "H", "H", "H", "H", "H", "N", "C", "N", "C", "N", "C", "C", "S", "O", "O", "C", "C", "N", "C", "N", "C", "C", "N", "O", "O", "C", "H", "H", "H", "H", "H", "H", "H", "H", "H", "H", "H", "H", "H"], "xyz": [[0.565396, 0.456555, 0.538091], [-0.878066, 2.141168, 1.837967], [-0.086983, 2.978337, 2.763982], [1.299716, 2.411631, 3.032855], [2.101005, 3.103026, 3.666439], [1.460934, 1.180498, 2.539186], [2.820478, 0.612467, 2.597157], [2.901645, 0.110338, 1.167479], [3.364766, 0.820302, 0.282238], [2.132817, -0.929626, 0.907302], [-1.356883, 1.429063, 2.378392], [-1.594068, 2.690199, 1.373044], [0.047743, 3.962700, 2.319796], [-0.586422, 3.122771, 3.725191], [3.574352, 1.368746, 2.807773], [2.872622, -0.202712, 3.322191], [-2.334983, 5.347020, -0.952994], [-2.188869, 4.178248, -1.684994], [-0.990373, 3.472749, -1.658218], [0.079618, 3.923899, -0.889745], [-0.082554, 5.098488, -0.146893], [-1.273439, 5.807760, -0.180755], [1.633543, 2.946804, -0.686504], [2.946236, 4.169827, -0.986438], [4.206697, 3.871125, -0.469908], [5.282959, 4.710500, -0.721707], [5.106961, 5.857613, -1.483950], [3.852762, 6.159878, -1.999227], [2.776351, 5.317881, -1.754780], [1.578346, 1.860148, -2.137333], [2.083266, 2.170283, -3.397408], [1.904007, 1.263228, -4.432101], [1.217201, 0.075894, -4.189443], [0.746938, -0.215223, -2.914052], [0.940594, 0.646614, -1.827334], [-3.267033, 5.897661, -0.982899], [-3.009881, 3.808370, -2.286764], [-0.890500, 2.557982, -2.229490], [0.737901, 5.462434, 0.464019], [-1.375250, 6.718794, 0.396565], [4.334205, 2.970730, 0.120070], [6.258567, 4.468933, -0.319270], [5.945216, 6.515661, -1.677287], [3.711660, 7.051047, -2.598521], [1.801469, 5.554500, -2.167245], [2.607247, 3.103670, -3.579769], [2.290304, 1.481300, -5.420996], [1.061540, -0.630633, -4.997546], [0.231242, -1.163400, -2.771140], [-1.847514, -3.900183, -2.523823], [-2.168224, -2.990128, -1.878838], [-2.641029, -2.060988, -1.076525], [-2.042257, -0.994806, -0.696754], [-1.568588, -0.037834, -0.217991], [-1.395158, -7.977898, -1.519985], [-1.615317, -6.605556, -0.892519], [-2.858059, -6.720056, 0.362952], [-2.326339, -7.510734, 1.452226], [-4.103580, -7.098800, -0.253849], [-3.016349, -5.043271, 0.931355], [-2.125070, -4.775686, 2.144090], [-1.908991, -3.344606, 2.310019], [-0.795499, -2.692949, 1.908553], [-0.879544, -1.393528, 2.145273], [-2.092535, -1.184356, 2.717254], [-2.743518, -2.372086, 2.821526], [-4.036151, -2.604651, 3.381891], [-4.460203, -3.751085, 3.389105], [-4.612530, -1.644371, 3.853036], [0.370941, -3.375813, 1.284117], [-0.661928, -7.892322, -2.320663], [-2.324006, -8.359978, -1.940698], [-1.029675, -8.692891, -0.784342], [-1.955006, -5.859508, -1.614773], [-0.716354, -6.235189, -0.394477], [-4.074004, -4.929548, 1.166025], [-2.763166, -4.389227, 0.092664], [-1.148791, -5.234135, 2.020309], [-2.564878, -5.187085, 3.045648], [-2.468370, -0.222753, 3.020203], [0.718496, -4.204382, 1.903348], [1.181256, -2.659032, 1.173601], [0.110943, -3.769814, 0.297018]], "forces_ev_per_a": [[-1.7, 0.6, 0.1], [0.2, -0.2, 0.1], [-0.1, 0.1, -0.2], [0.1, -0.2, 0.0], [0.0, 0.0, 0.0], [0.4, 0.0, -0.1], [-0.2, 0.0, 0.1], [0.7, -0.6, 0.3], [0.3, -0.2, 0.0], [0.6, 0.2, 0.3], [-0.1, 0.0, -0.1], [0.1, 0.0, -0.1], [0.0, 0.0, 0.0], [0.0, 0.0, 0.0], [0.0, 0.0, 0.0], [0.0, 0.0, 0.0], [0.0, 0.0, 0.0], [0.0, 0.0, 0.0], [0.0, 0.0, 0.0], [0.2, 0.3, 0.0], [0.0, 0.0, 0.0], [0.0, 0.0, 0.0], [-0.8, 0.0, -0.2], [0.1, -0.1, 0.1], [0.1, 0.0, 0.0], [0.0, 0.0, 0.0], [0.0, 0.0, 0.0], [0.0, 0.0, 0.0], [0.0, 0.1, -0.1], [0.3, 0.0, -0.1], [-0.1, 0.0, -0.1], [0.0, 0.0, 0.0], [0.0, 0.0, 0.0], [0.0, -0.1, -0.1], [0.0, 0.3, 0.1], [0.0, 0.0, 0.0], [0.0, 0.0, 0.0], [0.0, 0.0, 0.0], [0.0, 0.0, 0.0], [0.0, 0.0, 0.0], [0.0, 0.0, 0.0], [0.0, 0.0, 0.0], [0.0, 0.0, 0.0], [0.0, 0.0, 0.0], [0.0, 0.0, 0.0], [0.0, 0.0, 0.0], [0.0, 0.0, 0.0], [0.0, 0.0, 0.0], [0.0, 0.0, 0.0], [0.0, 0.1, -0.1], [0.0, 0.4, 0.2], [-0.3, -0.2, 0.0], [0.3, -0.1, 0.1], [-0.3, -0.1, -0.4], [0.0, 0.1, 0.0], [0.0, -0.2, -0.1], [0.1, -0.1, -0.1], [-0.1, 0.0, 0.1], [0.0, 0.0, 0.0], [0.0, 0.0, 0.1], [-0.2, 0.0, -0.1], [0.0, 0.0, 0.2], [0.2, -0.1, 0.0], [0.3, 0.3, -0.1], [0.1, 0.1, -0.1], [-0.2, -0.1, 0.0], [0.3, -0.1, 0.2], [-0.1, 0.1, -0.1], [-0.1, 0.0, -0.1], [-0.1, 0.0, -0.1], [0.0, 0.0, 0.0], [0.0, 0.0, 0.0], [0.0, 0.0, 0.0], [0.1, -0.1, 0.1], [0.0, 0.0, 0.0], [0.0, 0.1, 0.0], [-0.1, 0.0, 0.1], [0.0, 0.0, -0.1], [0.0, 0.0, 0.0], [0.0, 0.0, 0.0], [0.0, 0.0, 0.0], [0.0, -0.1, 0.0], [0.0, 0.0, 0.0]], "mulliken_charge": [1.00, -0.31, -0.35, 0.43, -0.80, -0.23, -0.67, 0.15, -0.46, -0.72, 0.07, 0.16, 0.05, 0.43, 0.37, 0.34, -0.50, -0.69, -0.36, 0.45, -0.52, -0.71, 1.82, -0.02, -0.39, -0.63, -0.53, -0.67, -0.32, 0.47, -0.77, -0.64, -0.91, -0.58, 0.35, 0.36, 0.41, 0.31, 0.46, 0.39, 0.33, 0.41, 0.36, 0.39, 0.43, 0.39, 0.36, 0.38, 0.41, -0.79, 0.72, -0.71, 0.63, -0.56, -1.45, 0.05, 1.29, -0.69, -0.73, 0.45, -1.16, 0.38, 0.81, 0.07, -0.69, -0.14, 1.04, -0.65, -0.65, -1.41, 0.41, 0.35, 0.36, 0.25, 0.19, 0.49, -0.72, 0.50, 0.21, 0.58, 0.54, 0.19, 0.12]}

2.
{"formula": "C32H34AsFN4O7Pt", "method": "ωB97M-V/def2-TZVPD", "energy_ha": -4440.346039, "orbital_gap_ha": [0.1223, 0.1266], "lumo_energy_ev": [-1.17, -3.64], "s2": 2.0369, "multiplicity": 3, "charge": 0, "species": ["Pt", "O", "C", "O", "C", "C", "C", "N", "C", "C", "C", "O", "O", "H", "H", "H", "C", "C", "N", "C", "C", "C", "O", "O", "C", "O", "C", "C", "C", "F", "C", "C", "C", "N", "C", "C", "N", "C", "C", "H", "H", "H", "H", "H", "H", "H", "H", "H", "H", "H", "H", "H", "H", "H", "H", "H", "H", "C", "As", "C", "C", "C", "C", "C", "C", "C", "C", "H", "H", "H", "H", "H", "H", "H", "H", "H", "H", "H", "H", "H"], "xyz": [[1.425074, 0.344864, 0.051465], [2.465570, 7.138422, 0.177262], [1.336318, 6.659421, 0.103258], [0.186325, 7.057960, 0.066575], [1.418683, 5.050505, 0.048344], [2.647018, 4.410490, -0.009267], [2.672837, 3.030347, -0.009733], [1.550484, 2.306638, 0.045403], [0.365449, 2.936846, 0.083014], [0.253107, 4.313150, 0.084482], [-0.850985, 2.032592, 0.087323], [-1.959718, 2.531548, 0.097655], [-0.565352, 0.770077, 0.058001], [3.562138, 4.979619, -0.055292], [3.597139, 2.468719, -0.056366], [-0.725879, 4.767263, 0.110501], [5.477190, -5.901527, -1.795840], [5.037436, -5.598903, -0.364985], [3.986614, -4.602850, -0.302981], [4.360792, -3.289364, -0.235879], [3.490706, -2.255338, -0.115443], [4.146346, -0.895380, -0.015989], [5.368348, -0.829817, -0.008992], [3.409187, 0.164360, 0.063346], [2.081507, -2.518635, -0.058608], [1.143628, -1.633713, 0.040279], [1.689806, -3.885602, -0.121776], [0.319052, -4.232400, -0.045272], [-0.071611, -5.550812, -0.116092], [-1.401870, -5.831793, -0.008036], [0.826517, -6.578114, -0.313788], [2.203160, -6.236914, -0.421523], [2.641142, -4.928484, -0.280296], [0.486254, -7.956852, -0.458618], [1.131011, -8.935000, 0.401724], [1.503455, -10.136740, -0.505726], [0.644332, -9.998138, -1.717370], [-0.780636, -9.808821, -1.318344], [-0.872207, -8.362798, -0.756112], [6.223613, -6.696921, -1.796338], [5.921882, -5.016409, -2.249476], [4.629296, -6.211673, -2.407771], [5.891651, -5.220200, 0.197263], [4.708144, -6.512018, 0.132009], [5.419095, -3.074793, -0.269549], [-0.414197, -3.452502, 0.103419], [2.908665, -7.034999, -0.609209], [0.469870, -9.260645, 1.215693], [2.021419, -8.502863, 0.848579], [1.319947, -11.097059, -0.028465], [2.543217, -10.089762, -0.826340], [0.787658, -10.736145, -2.401052], [0.917146, -9.064973, -2.079109], [-1.035673, -10.556302, -0.569400], [-1.428136, -9.945538, -2.181115], [-1.531835, -8.351470, 0.118237], [-1.286222, -7.683303, -1.498224], [-3.559432, -3.164787, 0.091806], [-2.350170, -1.585113, 0.081219], [-1.960193, -1.647265, -1.840537], [-3.814286, -0.229225, 0.121914], [-4.967400, -0.473952, -0.785884], [-4.906622, -0.133978, -2.138506], [-5.992174, -0.338040, -2.976835], [-7.170636, -0.870640, -2.475156], [-7.251812, -1.202468, -1.130870], [-6.160410, -1.012066, -0.298670], [-4.292253, -3.089703, -0.713203], [-4.094034, -3.213290, 1.041507], [-2.993858, -4.089023, -0.029141], [-2.871043, -1.829523, -2.411398], [-1.243119, -2.443979, -2.038494], [-1.513968, -0.700311, -2.142710], [-3.340043, 0.720115, -0.101721], [-4.154170, -0.201787, 1.158638], [-4.008012, 0.333529, -2.521992], [-5.930453, -0.065314, -4.023169], [-8.028066, -1.009704, -3.121108], [-8.174581, -1.602638, -0.728699], [-6.239172, -1.260184, 0.753553]], "forces_ev_per_a": [[0.1, -0.7, 0.0], [0.3, -0.3, 0.0], [-1.0, 0.6, 0.0], [0.3, -0.2, 0.0], [0.4, -0.6, 0.1], [0.0, 0.3, 0.0], [0.2, -0.2, 0.0], [-0.1, 0.8, 0.0], [0.1, -0.1, 0.0], [-0.1, 0.3, 0.0], [0.0, -0.2, 0.0], [0.1, 0.0, 0.0], [0.0, 0.3, -0.1], [0.0, -0.1, 0.0], [0.0, -0.1, 0.0], [0.0, -0.1, 0.0], [-0.1, 0.0, 0.1], [0.2, -0.2, -0.3], [0.0, 0.5, 0.1], [0.0, 0.0, 0.0], [0.0, 0.3, 0.0], [0.2, -0.3, 0.0], [-0.1, 0.1, 0.0], [-0.1, 0.2, 0.0], [0.3, -0.5, 0.0], [-0.2, 0.2, 0.0], [0.0, 0.3, 0.0], [-0.2, 0.0, 0.0], [0.1, 0.0, 0.0], [0.0, -0.1, 0.1], [-0.1, 0.1, 0.0], [0.2, -0.1, 0.0], [-0.2, -0.4, -0.1], [0.0, 0.1, 0.0], [-0.1, 0.0, -0.1], [0.2, 0.1, 0.4], [0.0, 0.0, -0.1], [-0.4, 0.2, 0.1], [0.1, 0.0, -0.1], [0.0, 0.0, 0.0], [0.0, 0.0, 0.0], [0.0, 0.0, 0.0], [-0.1, 0.0, 0.1], [-0.1, 0.1, 0.1], [0.0, 0.0, 0.0], [0.0, 0.0, 0.0], [0.0, 0.0, -0.1], [0.0, 0.0, 0.0], [0.0, 0.0, 0.0], [-0.1, 0.0, -0.1], [0.0, 0.0, -0.1], [0.0, 0.0, 0.0], [0.1, -0.1, -0.1], [0.1, -0.1, 0.0], [0.1, 0.0, -0.1], [0.0, 0.0, 0.0], [0.0, 0.0, 0.0], [0.0, 0.1, -0.2], [-0.4, -0.4, 0.3], [-0.1, 0.1, 0.0], [0.1, -0.2, -0.1], [-0.2, 0.1, 0.0], [0.0, 0.1, 0.0], [0.0, 0.0, 0.0], [-0.1, 0.0, 0.0], [0.0, 0.0, 0.0], [0.0, 0.0, -0.1], [0.0, 0.0, 0.0], [0.0, 0.0, 0.0], [0.0, 0.1, 0.0], [0.0, 0.0, 0.0], [0.0, 0.0, 0.1], [0.0, 0.0, 0.0], [0.1, 0.1, 0.1], [0.1, 0.0, 0.0], [0.0, 0.0, 0.0], [0.0, 0.0, 0.0], [0.0, 0.0, 0.0], [0.0, 0.0, 0.0], [0.0, 0.0, 0.0]], "mulliken_charge": [0.68, -0.41, 0.54, -0.47, 0.49, -0.76, -0.30, -0.03, 0.13, -0.35, 0.46, -0.73, -0.57, 0.50, 0.46, 0.61, -1.04, -1.09, 0.31, -0.26, -0.38, 0.67, -0.75, -0.68, 1.71, -1.05, 0.34, -0.55, 0.25, -0.44, -1.37, -0.70, 0.01, 0.33, -0.76, -0.72, -0.13, -0.63, -0.79, 0.36, 0.33, 0.30, 0.44, 0.46, 0.52, 0.31, 0.64, 0.31, 0.51, 0.37, 0.41, 0.30, 0.37, 0.30, 0.36, 0.48, 0.49, -0.87, 0.38, -1.13, -1.01, 0.49, -0.18, -0.72, -0.41, -0.62, -0.23, 0.34, 0.34, 0.03, 0.51, 0.38, 0.28, 0.21, 0.55, 0.42, 0.37, 0.37, 0.37, 0.32]}

- What is the charge in the first record?
  -1